(A)
A single C4H3NO2 molecule, computed with ωB97M-V/def2-TZVPD.

Positions of all 10 atoms, in Å:
O1 -2.68713 0.08395 -0.59086
C1 -1.96728 -0.17718 0.24563
C2 -0.42643 -0.13803 0.09098
C3 0.35988 1.01076 0.07499
O2 1.64990 0.64533 -0.19568
C4 1.61351 -0.63454 -0.24383
N1 0.44785 -1.12141 -0.09111
H1 -2.05324 -0.62812 1.21214
H2 0.31066 2.22619 -0.02642
H3 2.75228 -1.26694 -0.47584

frontier orbital gap = 10.47 eV
LUMO level = 0.9 eV
SMILES = O=Cc1cocn1

These are the Löwdin partial charges, in e, on atoms 1 to 2: atom 1 (O): 0.1596, atom 2 (C): -0.2382

***

(B)
A single C4H3NO2 molecule, computed with ωB97M-V/def2-TZVPD.

Positions of all 10 atoms, in Å:
O1 -2.50702 0.10734 -1.37435
C1 -1.52033 0.03738 -0.72643
C2 -0.58665 1.00727 0.03332
N1 0.52626 1.03763 -0.68295
C3 1.36892 0.14946 -0.08988
C4 0.73802 -0.39815 0.99546
O2 -0.41550 0.24668 1.18570
H1 -0.90558 -0.90605 -0.51618
H2 2.33249 -0.09167 -0.51395
H3 0.96940 -1.18988 1.68926

frontier orbital gap (alpha / beta) = 9.41 / 9.41 eV
LUMO level (alpha / beta) = -0.3 / -0.3 eV
SMILES = O=Cc1ncco1

These are the Löwdin partial charges, in e, on atoms 1 to 2: atom 1 (O): 0.1274, atom 2 (C): -0.1888

***

(C)
A single C4H3NO2 molecule, computed with ωB97M-V/def2-TZVPD.

Positions of all 10 atoms, in Å:
O1 -0.27132 2.06882 1.25225
C1 0.01707 1.03898 0.78064
C2 -0.97223 0.42075 -0.11294
C3 -0.79160 -0.81318 -0.66302
O2 0.53397 -1.26046 -0.73905
C4 1.37530 -0.51518 -0.03854
N1 1.27793 0.44608 0.74714
H1 -2.02240 0.99859 -0.03564
H2 -1.59985 -1.51994 -0.99022
H3 2.45312 -0.86446 -0.20063

frontier orbital gap = 10.34 eV
LUMO level = 0.4 eV
SMILES = O=c1ccocn1

These are the Löwdin partial charges, in e, on atoms 1 to 2: atom 1 (O): 0.1183, atom 2 (C): -0.5390

***

Which structure loses on stability? (B) does.

***

(A)
A single C4H3NO2 molecule, computed with ωB97M-V/def2-TZVPD.

Positions of all 10 atoms, in Å:
O1 2.30709 0.17300 0.08692
C1 1.09462 0.08807 -0.02264
C2 0.22382 -1.07432 -0.09119
C3 -1.07108 -0.79234 0.01265
O2 -1.66298 0.37233 0.08623
N1 -0.95994 1.50773 -0.01961
C4 0.31239 1.35569 -0.01812
H1 0.64683 -2.09991 -0.25802
H2 -1.77158 -1.69910 0.22568
H3 0.88083 2.16885 -0.00189

frontier orbital gap = 10.10 eV
LUMO level = 0.2 eV
SMILES = O=c1cconc1

These are the Löwdin partial charges, in e, on atoms 1 to 2: atom 1 (O): 0.0654, atom 2 (C): -0.4023

***

(B)
A single C4H3NO2 molecule, computed with ωB97M-V/def2-TZVPD.

Positions of all 10 atoms, in Å:
O1 2.22202 -0.94180 -0.01717
C1 1.15265 -0.36710 -0.08378
C2 0.66275 1.08384 -0.05811
C3 -0.71967 1.04751 -0.09250
C4 -1.22493 -0.44101 0.00511
O2 -2.35098 -0.86990 -0.05288
N1 -0.04251 -1.19497 -0.10164
H1 1.50431 1.88411 0.02779
H2 -1.31410 1.96453 0.19155
H3 0.11045 -2.16521 0.18165

frontier orbital gap = 9.48 eV
LUMO level = -1.0 eV
SMILES = O=C1C=CC(=O)N1

These are the Löwdin partial charges, in e, on atoms 1 to 2: atom 1 (O): 0.0878, atom 2 (C): -0.4075

***

Which structure loses on stability? (A) does.

***

(A)
A single C2H4N2O3 molecule, computed with ωB97M-V/def2-TZVPD.

Positions of all 11 atoms, in Å:
O1 -0.55095 -1.48571 -1.52307
C1 0.41681 -0.78488 -1.46325
N1 1.11393 -0.46763 -0.31486
O2 0.53111 -0.94907 0.85970
C2 -0.69319 -0.40079 1.11810
N2 -1.07207 0.80111 1.06169
O3 -0.10494 1.69333 0.66521
H1 0.89825 -0.29377 -2.34571
H2 1.41897 0.49126 -0.22475
H3 -1.39675 -1.14031 1.49398
H4 -0.56117 2.53647 0.67296

frontier orbital gap = 10.63 eV
LUMO level = 0.6 eV
SMILES = O=CNO/C=N\O

These are the Löwdin partial charges, in e, on atoms 1 to 2: atom 1 (O): 0.0706, atom 2 (C): -0.3325

***

(B)
A single C2H4N2O3 molecule, computed with ωB97M-V/def2-TZVPD.

Positions of all 11 atoms, in Å:
O1 -0.97712 2.15895 0.83531
C1 -0.77988 1.19503 1.60155
N1 -0.95020 -0.17829 0.99265
O2 -1.26943 -0.03669 -0.34956
C2 -0.23597 -0.27183 -1.20141
N2 0.85471 -0.95226 -0.73099
O3 1.73235 -1.17015 -1.66025
H1 -0.27936 1.34930 2.65608
H2 -0.35510 -1.00370 1.28804
H3 -0.41597 -0.16683 -2.22574
H4 2.67599 -0.92353 -1.20568

frontier orbital gap = 9.80 eV
LUMO level = 0.7 eV
SMILES = O=CNO/C=N/O

These are the Löwdin partial charges, in e, on atoms 1 to 2: atom 1 (O): -0.0064, atom 2 (C): -0.1995

***

(C)
2 unconnected molecules or ions with the total composition C2H4N2O3, computed with ωB97M-V/def2-TZVPD.

Positions of all 11 atoms, in Å:
N1 0.49076 0.66921 -0.09815
C1 -0.77456 0.18503 -0.37435
C2 -0.44550 -0.79343 1.74939
N2 1.64696 -0.00358 -0.52650
O1 -1.71478 1.12338 -0.13328
O2 -0.97659 -0.86103 -0.94299
O3 0.41928 -1.52446 1.81823
H1 -2.57828 0.77188 -0.39132
H2 0.61111 1.63905 0.16088
H3 1.88568 -0.73458 0.14723
H4 1.43592 -0.47146 -1.40913

frontier orbital gap = 10.88 eV
LUMO level = 0.8 eV

These are the Löwdin partial charges, in e, on atoms 1 to 2: atom 1 (N): -0.0527, atom 2 (C): -0.7312

***

Which structure loses on stability? (B) does.

***

(A)
A single C4H8O2 molecule, computed with ωB97M-V/def2-TZVPD.

Positions of all 14 atoms, in Å:
O1 -0.84174 1.82385 1.44121
C1 -0.09409 0.86935 1.36377
C2 0.75044 0.61016 0.11420
C3 1.16357 -0.76152 -0.43569
C4 -0.06396 -1.56487 -0.77800
O2 -0.96834 -0.74156 -1.46452
H1 0.07494 0.16475 2.27515
H2 1.72660 1.29810 0.33828
H3 0.18279 1.17063 -0.61439
H4 1.84774 -0.86064 -1.22681
H5 1.79528 -1.19190 0.43384
H6 0.00452 -2.37274 -1.44482
H7 -0.66971 -2.02292 0.05456
H8 -1.01729 0.23775 -1.21502

frontier orbital gap = 10.84 eV
LUMO level = 0.8 eV
SMILES = O=CCCCO

These are the Löwdin partial charges, in e, on atoms 1 to 2: atom 1 (O): 0.0390, atom 2 (C): -0.2672

***

(B)
A single C4H8O2 molecule, computed with ωB97M-V/def2-TZVPD.

Positions of all 14 atoms, in Å:
C1 2.03814 -0.32632 -0.44071
C2 1.07968 -0.76448 0.60295
O1 0.11957 0.22491 0.86216
C3 -0.96821 -0.17403 0.23573
C4 -1.82288 0.96045 -0.00400
O2 -3.02771 0.57443 -0.54509
H1 1.53806 -0.14538 -1.38190
H2 2.78664 -1.08493 -0.61869
H3 2.56974 0.58212 -0.18783
H4 1.53965 -0.97820 1.54834
H5 0.46890 -1.64806 0.35350
H6 -1.30040 1.67408 -0.65455
H7 -1.98772 1.48514 0.93647
H8 -3.03347 -0.37973 -0.70639

frontier orbital gap = 9.57 eV
LUMO level = 0.7 eV

These are the Löwdin partial charges, in e, on atoms 1 to 2: atom 1 (C): -0.0646, atom 2 (C): -0.3010

***

Which structure loses on stability? (B) does.